{
  "formula": "C5H27N2O9",
  "method": "ωB97M-V/def2-TZVPD",
  "elements": ["C", "O", "C", "C", "C", "N", "C", "N", "H", "H", "H", "H", "H", "H", "H", "H", "H", "H", "H", "H", "H", "O", "H", "H", "O", "H", "H", "O", "H", "H", "O", "H", "H", "O", "H", "H", "O", "H", "H", "O", "H", "H", "O"],
  "positions_angstrom": [[1.51918, 0.75005, -2.16572], [1.60714, 0.91066, -0.73373], [0.50697, -0.34170, -2.55769], [-0.95591, 0.19057, -2.75312], [-1.77406, 0.06148, -1.48970], [-2.87973, -0.57212, 1.02507], [-2.64376, -1.52859, 0.03292], [-2.25992, -1.23402, -1.13498], [1.06557, 1.64851, -2.57326], [2.50295, 0.37660, -2.44995], [0.50254, -1.18663, -1.88717], [0.57170, -0.72391, -3.58628], [-0.93931, 1.26480, -2.96601], [-1.34463, -0.29198, -3.65288], [-2.60355, 0.81627, -1.50640], [-1.19878, 0.60577, -0.72839], [-2.25069, 0.22910, 0.98601], [-2.53916, -0.91067, 1.92849], [-2.69362, -2.56771, 0.34678], [-0.58794, -1.53204, 1.79405], [-0.47317, -3.00137, 1.56171], [-0.84340, -2.38847, 2.21556], [0.07897, -1.17258, 4.11641], [0.72211, -0.05209, 3.35945], [0.39710, -0.26839, 4.23181], [-0.35243, 1.33380, 0.80823], [-1.33070, 2.69647, 1.21963], [-0.46871, 2.34251, 1.01494], [1.19539, 3.22990, -0.78722], [-0.12669, 4.04437, -1.10277], [0.80892, 3.96195, -1.28132], [2.23871, 1.27244, 3.22713], [2.35678, 2.17565, 1.96565], [2.86080, 1.68471, 2.62385], [-0.26298, -2.88245, -0.67000], [1.30749, -2.87290, -0.34574], [0.45630, -3.36555, -0.25114], [0.58518, 0.26504, 1.72444], [0.83993, 0.54530, -0.22859], [-0.01229, -0.09847, 1.06670], [2.51950, -0.98019, -0.76307], [1.58545, -0.94610, 0.35871], [2.31275, -1.48801, 0.00758]],
  "mulliken_charge": [-0.826, -0.496, 0.048, -1.137, -0.012, -0.753, -0.034, -0.484, 0.478, 0.327, -0.116, 0.397, 0.292, 0.491, 0.451, 0.010, 0.297, 0.438, 0.467, 0.181, 0.410, -0.754, 0.336, 0.139, -0.717, 0.056, 0.247, -0.702, 0.313, 0.307, -0.653, 0.293, 0.331, -0.646, 0.300, 0.445, -0.786, 0.071, 0.208, -0.304, 0.417, 0.458, -0.793],
  "total_charge": -1,
  "e_above_lowest_kcal_mol": 15.0,
  "homo_lumo_gap_ev": 9.398,
  "homo_ev": -6.3
}

***

{
  "formula": "C5H27NO8",
  "method": "ωB97M-V/def2-TZVPD",
  "elements": ["C", "N", "C", "C", "C", "C", "O", "H", "H", "H", "H", "H", "H", "H", "H", "H", "H", "H", "H", "H", "O", "H", "H", "O", "H", "H", "O", "H", "H", "O", "H", "H", "O", "H", "H", "O", "H", "H", "O", "H", "H"],
  "positions_angstrom": [[3.21165, 0.08399, -1.54359], [1.82399, 0.12981, -0.91457], [1.79470, 1.34173, -0.02737], [0.29782, 1.84961, 0.36747], [-0.80028, 0.90577, 0.62597], [-2.05256, 1.57426, 1.11034], [-0.45404, -0.17701, 1.58198], [2.94203, 0.26320, -2.71102], [3.62009, -0.94741, -1.49621], [3.96354, 0.68804, -1.17061], [1.14833, 0.19368, -1.66456], [2.50464, 2.03215, -0.27180], [2.08325, 1.01217, 1.09251], [0.42580, 2.31888, 1.38787], [0.13273, 2.59097, -0.45725], [-0.87546, 0.20642, -0.19508], [-2.45838, 2.31946, 0.55087], [-2.81634, 0.76068, 1.34276], [-1.71767, 1.96315, 2.06120], [0.46789, -0.10313, 1.84122], [-1.96947, -1.97273, -0.35189], [-2.46484, -1.48964, -0.95367], [-2.00423, -1.48190, 0.46699], [-0.52104, 2.63941, -3.62735], [-0.27698, 1.88479, -4.02598], [-1.18159, 2.35903, -3.02906], [-0.81960, -0.42612, -3.82617], [-0.38838, -0.97779, -3.11507], [-1.43405, -1.02089, -3.97560], [-2.42685, -0.02214, 3.43297], [-2.17318, -0.50608, 4.18684], [-1.67907, 0.39660, 3.05264], [-0.03459, -2.41137, -1.92706], [0.41173, -1.98445, -1.20147], [-0.77724, -2.85343, -1.33693], [-0.39315, -2.73199, 2.95612], [-0.65822, -3.61207, 2.59135], [-0.44523, -1.99281, 2.34045], [1.91873, -0.64956, 2.42919], [2.19425, -0.68714, 1.49706], [1.88129, -1.46612, 2.90651]],
  "mulliken_charge": [-1.049, 0.057, -1.029, -0.884, 0.796, -1.993, 0.027, 0.248, 0.291, 0.417, 0.090, 0.618, 0.270, 0.284, 0.334, 0.247, 0.485, 0.300, 0.551, 0.224, -0.629, 0.306, 0.257, -0.602, 0.283, 0.304, -0.569, 0.367, 0.250, -0.615, 0.294, 0.272, -0.793, 0.262, 0.433, -0.666, 0.298, 0.403, -0.762, 0.317, 0.303],
  "e_above_lowest_kcal_mol": 90.0,
  "homo_lumo_gap_ev": 9.833,
  "homo_ev": -9.6
}

***

{
  "formula": "C5H28NO10",
  "method": "ωB97M-V/def2-TZVPD",
  "elements": ["C", "C", "C", "C", "O", "N", "C", "O", "H", "H", "H", "H", "H", "H", "H", "H", "H", "H", "H", "H", "H", "H", "O", "H", "H", "O", "H", "H", "O", "H", "H", "O", "H", "H", "O", "H", "H", "O", "H", "H", "O", "H", "H", "O"],
  "positions_angstrom": [[-1.12703, -3.32704, -0.41991], [-1.17588, -1.82434, -0.50672], [-2.58635, -1.35760, -0.90416], [-2.53851, 0.02659, -1.67149], [-3.82921, 0.47530, -2.01270], [-0.89340, -1.40083, 0.98859], [0.29976, -1.70157, 1.54797], [0.52528, -2.11395, 2.67140], [-0.05681, -3.76434, -0.35616], [-1.61566, -3.82193, 0.40856], [-1.50110, -3.90624, -1.25702], [-0.38859, -1.34660, -1.16390], [-2.96505, -2.16087, -1.51750], [-3.17105, -1.19004, 0.05834], [-2.08083, 0.86883, -1.17141], [-2.15968, -0.27406, -2.67339], [-4.34937, 0.63824, -1.20249], [-1.74217, -1.66011, 1.47014], [3.12872, -1.89061, -0.62652], [1.18498, -1.57863, 0.85083], [3.69994, 0.67578, 0.15009], [3.80032, -0.76068, 0.91967], [4.25188, -0.07369, 0.45537], [3.42675, 2.34829, -1.12461], [3.46355, -1.65292, -1.25810], [2.82672, 2.11928, -0.43011], [1.40969, 1.39603, -0.58966], [0.29075, 1.93644, -1.44607], [0.46398, 1.14467, -0.93380], [-0.17358, -0.06973, 3.20871], [0.12135, 0.94161, 4.21986], [-0.65230, 0.47346, 3.82391], [0.36567, 2.04690, 2.03122], [1.81096, 1.86105, 1.52280], [1.29305, 2.12671, 2.29436], [2.27012, 3.52007, 0.12302], [2.09995, 3.64298, 1.59461], [2.07410, 4.23264, 0.83206], [-1.59100, 1.93298, 0.92691], [-2.51206, 2.73111, -0.08002], [-2.46317, 2.28219, 0.75611], [-0.07935, -0.16017, -3.74195], [0.66098, -0.46078, -2.53254], [0.18364, -0.92441, -3.23427]],
  "mulliken_charge": [-1.383, 0.951, -0.560, 0.183, -0.611, 0.054, -0.137, -0.607, 0.321, 0.398, 0.460, -0.570, 0.183, 0.330, -0.138, 0.067, 0.379, 0.339, -0.233, 0.248, 0.452, 0.299, -0.667, 0.083, 0.209, -1.049, 0.246, 0.224, -0.388, 0.321, 0.348, -0.626, 0.356, 0.327, -0.776, 0.402, 0.392, -0.764, 0.315, 0.324, -0.667, 0.324, 0.277, -0.638],
  "total_charge": -1,
  "e_above_lowest_kcal_mol": 56.7,
  "homo_lumo_gap_ev": 8.567,
  "homo_ev": -5.9
}

***

{
  "formula": "C5H28O13",
  "method": "ωB97M-V/def2-TZVPD",
  "elements": ["O", "C", "O", "C", "C", "C", "C", "O", "H", "H", "H", "H", "H", "H", "H", "H", "H", "H", "O", "H", "H", "O", "H", "H", "O", "H", "H", "O", "H", "H", "O", "H", "H", "O", "H", "H", "O", "H", "H", "O", "H", "H", "O", "H", "H", "O"],
  "positions_angstrom": [[0.85429, -2.33110, -0.32834], [-0.21443, -1.88154, 0.04148], [-1.00954, -1.20901, -0.77757], [-0.91617, -2.28054, 1.35876], [-1.07299, -1.02772, 2.25596], [0.22207, -0.26172, 2.45633], [1.36198, -1.13034, 3.08084], [2.51606, -0.66856, 3.21581], [-0.61218, -0.81969, -1.70090], [-1.94193, -2.66649, 1.29429], [-0.11110, -2.90052, 1.74964], [-1.87217, -0.44872, 1.73826], [-1.45104, -1.34444, 3.28001], [0.69619, 0.11303, 1.52154], [-0.10984, 0.66619, 2.96137], [0.99742, -2.13253, 3.35368], [2.56507, 0.12527, -2.41294], [3.06716, -1.37040, -2.80383], [2.58817, -0.58467, -3.06825], [-3.87674, 1.64272, 2.25812], [-3.71018, 0.96092, 0.82505], [-3.70671, 0.82274, 1.78694], [-0.95350, 1.84417, -3.84167], [-2.24704, 1.65673, -3.19786], [-1.34015, 1.93477, -2.94446], [1.18383, 2.53556, 1.33475], [0.15939, 2.83502, 0.32593], [0.38458, 3.07746, 1.25287], [-2.64866, -0.47489, -3.66255], [-3.63175, 0.30154, -2.65594], [-3.27795, 0.24783, -3.57496], [-0.62912, 0.42602, -2.97549], [0.79084, -0.46290, -3.15523], [-0.16899, -0.44260, -3.00192], [2.57788, 1.76926, -0.29407], [2.94172, 2.89061, -1.08938], [2.29483, 2.15556, -1.15656], [-2.25100, 2.30076, -0.80739], [-1.84633, 0.89144, -0.43774], [-2.50506, 1.38231, -0.95303], [4.07681, 1.57408, 1.37735], [2.68850, 0.89182, 1.72404], [3.12346, 1.69848, 1.38962], [2.75041, -3.32275, 2.06617], [2.00901, -3.14203, 0.77716], [2.25490, -3.84114, 1.41413]],
  "mulliken_charge": [-0.781, 0.482, -0.478, -0.677, -0.521, 0.604, -0.785, -0.614, 0.571, 0.429, 0.291, -0.084, 0.451, -0.620, 0.449, 0.432, 0.349, 0.314, -0.738, 0.286, 0.318, -0.637, 0.283, 0.424, -0.671, 0.326, 0.327, -0.672, 0.337, 0.344, -0.727, 0.346, 0.337, -0.652, 0.348, 0.282, -0.598, 0.284, 0.281, -0.572, 0.242, 0.308, -0.655, 0.320, 0.392, -0.675],
  "total_charge": -1,
  "homo_lumo_gap_ev": [2.536, 6.580],
  "multiplicity": 2,
  "homo_ev": [-0.2, -4.3]
}

***

{
  "formula": "C5H29NO11",
  "method": "ωB97M-V/def2-TZVPD",
  "elements": ["N", "C", "C", "O", "C", "C", "C", "O", "H", "H", "H", "H", "H", "H", "H", "H", "H", "H", "H", "O", "H", "H", "O", "H", "H", "O", "H", "H", "O", "H", "H", "O", "H", "H", "O", "H", "H", "O", "H", "H", "O", "H", "H", "O", "H", "H"],
  "positions_angstrom": [[1.01310, 2.81295, 1.02015], [-0.35688, 2.32832, 0.59145], [-1.23303, 2.99907, 1.66539], [-1.56118, 4.15713, 1.59880], [-0.39621, 0.80986, 0.56187], [-0.36938, 0.33928, -0.98488], [-1.68891, 0.36461, -1.66348], [-2.49607, -0.74134, -1.48685], [1.01151, 3.80681, 1.16897], [1.35313, 2.41020, 1.85900], [-0.50423, 2.74091, -0.40913], [-1.32295, 2.51949, 2.66401], [0.31114, 0.21276, 1.08983], [-1.38200, 0.55674, 0.95355], [0.37911, 1.15207, -1.31498], [0.18831, -0.54887, -1.09638], [-1.50264, 0.49720, -2.75356], [-2.06439, 1.37903, -1.47749], [-2.05212, -1.59709, -1.41204], [-1.35758, -0.06475, 3.45118], [-0.98167, -0.79257, 2.92873], [-1.22212, -0.28377, 4.37123], [2.64874, 2.10319, -1.23886], [3.55516, 2.37254, -0.99687], [2.20787, 2.34604, -0.36830], [3.96293, 0.36034, 0.18393], [3.67464, 0.07611, 1.03826], [3.11362, 0.71059, -0.20506], [2.55339, -0.29308, -2.51519], [2.28248, 0.56337, -2.06160], [2.09490, -0.08537, -3.33986], [-0.54738, -3.78666, -1.82539], [0.26271, -3.24074, -1.68049], [-0.75876, -3.82278, -2.74383], [-3.88534, 0.36723, 0.61000], [-4.03252, 1.23203, 0.22020], [-3.18672, 0.00203, 0.04828], [1.60916, -2.31014, -0.97228], [2.11326, -1.52721, -1.34159], [2.25926, -3.02582, -0.94010], [-1.69286, -3.46780, 0.91922], [-1.46800, -3.43772, -0.04254], [-2.35146, -2.76993, 0.95084], [0.60110, -2.29731, 1.96258], [-0.04499, -2.98090, 1.73046], [1.26389, -2.14608, 1.28285]],
  "mulliken_charge": [-0.669, 0.096, -0.310, -0.508, -0.187, 0.582, -1.004, -0.617, 0.240, 0.231, 0.394, 0.327, 0.995, -0.132, 0.056, -0.372, 0.336, 0.412, 0.330, -0.614, 0.286, 0.281, -0.768, 0.329, 0.465, -0.663, 0.337, 0.340, -0.669, 0.185, 0.371, -0.700, 0.405, 0.317, -0.666, 0.351, 0.257, -0.663, 0.330, 0.270, -0.697, 0.358, 0.334, -0.621, 0.400, 0.245],
  "e_above_lowest_kcal_mol": 91.8,
  "homo_lumo_gap_ev": 9.852,
  "homo_ev": -9.7
}

***

{
  "formula": "C5H29NO12",
  "method": "ωB97M-V/def2-TZVPD",
  "elements": ["O", "C", "C", "C", "C", "C", "N", "O", "H", "H", "H", "H", "H", "H", "H", "H", "H", "H", "H", "O", "H", "H", "O", "H", "H", "O", "H", "H", "O", "H", "H", "O", "H", "H", "O", "H", "H", "O", "H", "H", "O", "H", "H", "O", "H", "H", "O"],
  "positions_angstrom": [[2.77589, 1.46836, 0.75587], [2.93807, 0.75692, 1.84080], [1.82076, 0.28603, 2.74258], [1.85702, -1.25298, 2.72396], [1.54864, -1.71316, 1.29199], [0.14259, -2.21249, 1.01965], [-0.92237, -1.71498, 1.67030], [0.05307, -3.14786, 0.21420], [3.98551, 0.62088, 2.16819], [1.99453, 0.58490, 3.77741], [0.86596, 0.69112, 2.38854], [2.89710, -1.48548, 2.98017], [1.24403, -1.81416, 3.44163], [1.78492, -0.94826, 0.55032], [2.19709, -2.55280, 1.04823], [-1.85207, -2.04530, 1.47594], [-0.83566, -1.09904, 2.45764], [0.33518, -1.65374, -1.98760], [-0.30756, -0.59124, -2.85245], [0.43940, -0.74308, -2.26482], [-3.70329, 1.98551, 2.46996], [-2.34104, 1.60831, 2.05079], [-3.09786, 1.25010, 2.54306], [3.01407, 0.48038, -1.17607], [2.14360, -0.15245, -2.25588], [3.07313, -0.06224, -1.98706], [-0.05805, 1.77702, -2.30748], [-1.37044, 2.13834, -3.04202], [-1.02150, 1.77217, -2.22522], [-1.09573, -2.92565, -1.20666], [-0.35314, -3.89916, -2.35383], [-1.09954, -3.43251, -2.03249], [-2.83248, -1.12473, -2.70664], [-2.38524, -0.05531, -1.67845], [-3.13883, -0.37910, -2.18465], [1.26574, 2.15235, 0.28888], [0.65053, 3.07938, -0.97262], [0.60817, 2.80779, -0.05955], [2.24433, 2.32839, -2.76951], [1.42034, 1.24929, -3.31540], [1.31353, 2.10333, -2.88326], [-3.94371, -0.58115, 0.03732], [-3.15103, -0.00634, 1.10628], [-3.63066, -0.82240, 0.90798], [-2.30521, 2.16246, -0.47132], [-1.09414, 2.59956, 0.38671], [-2.07364, 2.51302, 0.39459]],
  "mulliken_charge": [-0.819, -0.629, 0.166, -1.083, 0.285, 0.341, -0.231, -0.793, 0.265, 0.351, -0.216, 0.388, 0.444, -0.181, 0.263, 0.324, 0.164, 0.215, 0.255, -0.538, 0.306, 0.349, -0.669, 0.393, 0.315, -0.680, 0.467, 0.207, -0.502, 0.338, 0.282, -0.662, 0.298, 0.323, -0.640, 0.497, 0.184, -0.722, 0.348, 0.254, -0.704, 0.325, 0.331, -0.659, 0.248, 0.514, -0.714],
  "total_charge": -1,
  "e_above_lowest_kcal_mol": 0.0,
  "homo_lumo_gap_ev": [3.678, 7.293],
  "multiplicity": 2,
  "homo_ev": [-1.2, -4.8]
}

***

{
  "formula": "C5H2ClO2S",
  "method": "ωB97M-V/def2-TZVPD",
  "elements": ["O", "C", "O", "C", "S", "C", "C", "C", "Cl", "H", "H"],
  "positions_angstrom": [[-4.74063, -0.38957, -0.09642], [-4.06826, 0.66145, 0.02741], [-4.44066, 1.81607, 0.34611], [-2.53574, 0.46767, -0.17357], [-1.41222, 1.72685, -0.17698], [-0.01416, 0.72601, -0.06357], [-0.30548, -0.57800, -0.02107], [-1.61655, -0.89158, -0.16768], [-2.34692, -2.45371, 0.05936], [0.91621, 1.09206, 0.13403], [0.52113, -1.40566, 0.11106]],
  "mulliken_charge": [-0.682, 0.551, -0.719, 0.219, -0.136, -0.476, -0.177, -0.072, -0.188, 0.474, 0.207],
  "total_charge": -1,
  "e_above_lowest_kcal_mol": 0.0,
  "homo_lumo_gap_ev": 7.670,
  "homo_ev": -4.5
}

***

{
  "formula": "C5H2FN",
  "method": "ωB97M-V/def2-TZVPD",
  "elements": ["C", "C", "C", "C", "C", "N", "F", "H", "H"],
  "positions_angstrom": [[0.36069, -0.42318, -0.92862], [1.32484, -1.22691, -1.25361], [-0.51889, 0.73626, -0.77769], [-0.75286, 0.90136, 0.52986], [0.54086, -0.85747, 0.66999], [-0.23565, -0.14704, 1.34737], [1.19182, -1.91342, 1.10944], [-0.67020, 1.26422, -1.67401], [-1.24061, 1.66618, 0.97727]],
  "mulliken_charge": [0.542, -0.393, -0.478, -0.438, 0.449, -0.442, -0.150, 0.396, 0.513],
  "e_above_lowest_kcal_mol": 30.4,
  "homo_lumo_gap_ev": 10.001,
  "homo_ev": -10.1
}

***

{
  "formula": "C5H2FN",
  "method": "ωB97M-V/def2-TZVPD",
  "elements": ["C", "C", "C", "C", "C", "N", "F", "H", "H"],
  "positions_angstrom": [[0.99891, -0.24967, 0.25484], [2.02748, -0.38537, 1.04113], [0.47101, 0.19534, -1.05629], [-0.87650, 0.41335, -0.83488], [-0.29165, -0.30659, 1.13961], [-1.28634, 0.08358, 0.45200], [-0.43195, -0.87861, 2.34277], [1.10311, 0.36968, -1.96221], [-1.71407, 0.75828, -1.37698]],
  "mulliken_charge": [0.686, -0.235, -0.718, -0.182, 0.305, -0.489, -0.192, 0.326, 0.499],
  "e_above_lowest_kcal_mol": 26.0,
  "homo_lumo_gap_ev": 8.658,
  "homo_ev": -9.8
}

***

These records have E_tot values of -993.41139; -863.24933; -1014.45054; -1185.42057; -1090.25499; -1165.57055; -1200.61354; -346.15854; -346.16560 Ha, in the order they appear.